Entry from the OMol25 dataset: a 2-piece molecular cluster, C5H8O overall (wB97M-V/def2-TZVPD).

ORCA input file:
```
! wB97M-V def2-TZVPD RIJCOSX def2/J DEFGRID3
* xyz 0 1
O 1.4972 -1.6749 0.3720
C 0.6723 -0.6088 0.2948
C 0.9356 0.7125 0.4645
C -0.2902 1.4439 0.2292
C -1.2903 0.5848 -0.0815
C -0.8142 -0.8140 0.2143
H 2.3657 -1.3578 0.6543
H 1.9064 1.1574 0.6518
H -0.3516 2.5266 0.2215
H -2.2981 0.8326 -0.3887
H -1.1639 -1.6260 -0.4293
H -1.1156 -1.0352 1.2483
H 0.3017 -0.2632 -1.6997
H -0.3551 0.1221 -1.7514
*
```

Calculated values
SMILES string ... OC1=CC=CC1.[H][H]

---

Entry from the OMol25 dataset: CH4S as an isolated structure in a non-equilibrium geometry (wB97M-V/def2-TZVPD).

ORCA input file:
```
! wB97M-V def2-TZVPD RIJCOSX def2/J DEFGRID3
* xyz 0 1
C 0.7143 -0.2855 0.6469
S 1.6113 -1.5284 1.3122
H 0.0196 -1.0063 -0.9977
H -0.3116 -0.9825 -1.7545
H -0.1041 -0.0880 1.3237
H 2.6525 -1.3603 0.4561
*
```

---

Entry from the OMol25 dataset: one molecule with the formula C5H7NO2 in a non-equilibrium geometry (wB97M-V/def2-TZVPD).

ORCA input file:
```
! wB97M-V def2-TZVPD RIJCOSX def2/J DEFGRID3
* xyz 0 1
H -3.4045 0.9200 0.3427
N -2.4056 0.7316 0.4061
C -1.9582 -0.1051 -0.4097
C -0.4617 -0.4856 -0.5992
C 0.5137 0.1889 0.2866
C 0.3218 1.1050 1.2241
C 1.9507 -0.3961 0.1277
O 2.8636 -0.2871 0.9095
O 2.1752 -0.9460 -1.0859
H -2.5851 -0.6412 -1.1418
H -0.2199 -0.2752 -1.6459
H -0.4006 -1.5714 -0.4732
H 1.1618 1.4683 1.7944
H -0.6598 1.4937 1.4297
H 3.1089 -1.1999 -1.1654
*
```

Calculated values
SMILES string ... [H]/N=C/CC(=C)C(=O)O

---

Entry from the OMol25 dataset: CH2F3N as an isolated structure in a non-equilibrium geometry (wB97M-V/def2-TZVPD).

ORCA input file:
```
! wB97M-V def2-TZVPD RIJCOSX def2/J DEFGRID3
* xyz 0 1
C -0.3756 -0.4134 0.8614
N 0.9469 -0.1767 -0.4278
F -1.5340 -0.2819 0.2900
F -0.0922 -1.7227 1.0580
F 0.8450 1.1828 -0.8066
H -0.1023 0.4043 1.5371
H 0.3650 -0.6187 -1.1120
*
```

---

Number 1: frontier orbital gap 8.94 eV, electronic energy -7359.693 eV. Number 2: frontier orbital gap 8.44 eV, electronic energy -11932.798 eV. Number 3: frontier orbital gap 10.49 eV, electronic energy -10882.708 eV. Number 4: frontier orbital gap 11.42 eV, electronic energy -10708.424 eV.